Entry 1:
This record from the OMol25 dataset describes 7 unconnected molecules or ions with the total composition C33H87N6O14 in a non-equilibrium geometry. The level of theory is wB97M-V/def2-TZVPD.

Last column: Mulliken charge in e.
Positions of all 140 atoms, in Å:
O 2.173 -3.211 -1.716  -0.49
H -3.448 4.069 -0.525  0.41
C 0.207 2.865 -8.281  -0.56
C -6.197 0.327 4.806  -0.76
H -0.733 -5.793 4.554  0.29
C -1.035 -4.988 5.225  -0.72
C -5.073 -0.167 2.798  -0.79
H 3.489 3.349 -7.904  0.36
H -3.935 -3.484 -2.391  0.48
H 2.587 -1.341 -2.338  0.47
H -2.142 -4.241 2.780  0.33
H 3.103 4.836 -6.040  0.42
C -3.619 -0.431 -3.052  -0.81
H -5.549 0.691 2.322  0.54
H -3.576 -0.430 -4.141  0.44
H -2.975 -1.261 -2.763  0.11
H 5.317 1.872 6.515  0.25
O 1.617 2.623 -8.216  -0.35
H -4.006 -2.557 -0.877  -0.42
O -5.807 -0.680 3.864  -0.35
H -1.742 4.135 1.077  0.67
N -0.501 -0.785 1.494  0.85
H 1.450 -6.575 0.246  0.34
H -2.204 -4.198 0.088  -0.36
H -1.158 -5.383 6.233  0.33
H -0.161 1.717 -2.469  0.17
C -3.477 -2.676 3.441  -0.51
C 0.796 -3.398 -2.218  -0.58
H 2.420 4.586 -8.421  0.47
H 1.371 4.824 -0.918  0.23
H 3.884 -3.780 0.004  0.55
H 0.914 1.789 3.529  0.31
H 0.950 -4.934 0.356  0.08
C -4.663 -1.184 1.653  0.00
H -0.708 2.702 1.237  -0.20
H 2.743 -2.130 2.176  -0.18
C 2.367 4.069 -6.283  -0.49
C -2.420 2.390 0.061  -0.26
O -3.094 0.706 -2.442  -0.12
H 1.724 -1.385 -0.810  -0.40
H -4.532 1.957 -3.115  0.44
H -4.637 -0.622 -2.712  0.32
O 5.159 3.070 1.580  -0.36
H -4.281 2.706 -0.871  0.41
H 0.229 5.469 0.180  0.46
C 1.848 2.722 -4.238  -0.64
C 0.511 1.148 -1.826  0.19
H -3.358 -2.865 1.432  -0.73
H 3.598 0.979 1.483  0.59
C 1.324 -5.761 0.959  -0.46
H 1.658 -4.449 2.982  0.23
C 3.712 -1.795 -0.422  -0.61
C 0.658 4.523 -0.152  -0.66
H 4.537 -2.746 1.191  0.40
O -2.321 -4.429 4.828  -0.44
H 2.160 0.494 3.414  -0.21
H 0.618 -6.063 1.734  0.30
H 6.620 2.790 0.184  0.32
H 2.138 1.783 0.887  0.03
H 3.673 -0.856 0.130  -0.18
H 4.207 2.465 -0.268  0.37
C 6.340 3.562 0.901  -0.79
H 3.859 1.509 7.331  0.35
H -1.324 -2.969 3.783  0.17
H 1.334 4.356 -6.090  0.32
C 2.485 -1.891 -1.403  0.63
H 3.650 2.699 3.247  0.55
H -4.474 -3.077 3.625  0.53
O 1.898 1.421 -2.032  0.11
H 2.059 0.597 -3.975  0.40
N -3.444 -2.064 2.040  2.45
C 4.247 2.076 6.485  -0.83
N 2.769 2.522 2.786  -0.15
C 2.536 -4.267 2.362  -0.56
H 3.410 1.507 -3.410  0.34
C -4.366 -3.449 -1.390  -0.50
H -2.995 1.861 -4.107  0.44
H 1.285 4.131 0.649  -0.06
H 7.183 3.690 1.580  0.29
H -3.623 4.069 -2.757  0.52
H -6.586 1.205 4.291  0.29
C -2.205 -3.600 3.659  -0.31
C -3.013 3.246 -2.384  -0.51
C 2.320 1.501 -3.425  -0.89
H -2.601 -1.519 1.924  -0.76
H -2.202 -4.963 -1.522  0.40
C -1.329 3.275 0.548  -0.24
N -3.363 3.127 -0.878  -0.10
H 3.810 2.844 -5.316  0.38
H 0.286 1.293 -0.770  -1.05
C -2.622 -5.003 -0.517  -0.59
H -2.352 -5.904 0.033  0.31
C -3.442 1.919 -3.115  -0.76
H 4.024 3.136 6.606  0.36
C 3.109 1.945 1.356  -0.55
H -3.327 -1.819 4.097  0.36
C -4.151 -4.682 -0.588  -0.03
C 1.947 1.513 3.738  0.07
H 0.700 -2.779 -3.110  0.35
H -6.838 -0.014 5.619  0.30
H -5.442 -3.354 -1.533  0.32
C 2.588 -3.020 1.566  0.48
H -2.021 1.548 -0.504  -0.01
C 4.073 2.958 0.695  -0.74
H 3.589 3.911 0.481  0.49
H 2.173 3.337 2.765  0.45
H -3.079 1.990 0.832  0.23
H 2.587 2.018 -6.015  0.44
C 2.468 3.708 -7.777  -0.72
N 3.751 -2.975 0.599  0.03
H -0.333 2.150 -8.903  0.29
O -1.286 -0.099 2.089  -1.02
H -0.248 2.900 -7.291  0.13
C 2.325 1.675 5.180  -0.85
H 0.059 3.848 -8.728  0.34
H 4.547 -1.990 -1.096  0.45
H -0.176 -4.318 5.198  0.27
O -0.392 3.599 -0.544  -0.08
O 2.634 -5.446 1.507  -0.44
H 1.645 0.995 5.694  0.53
O -4.648 -4.615 0.746  -0.83
H 1.910 3.580 -3.568  0.34
O -0.710 -1.979 1.300  -0.84
H -5.420 -1.909 1.354  0.33
H 0.506 -4.407 -2.512  0.32
O 0.607 -0.300 1.279  -0.48
H -4.196 -0.784 0.754  0.03
H 6.145 4.499 0.379  0.30
H 2.004 2.681 5.448  0.38
H -4.148 0.201 3.242  0.29
H 0.199 -2.997 -1.399  0.13
H -5.306 0.606 5.369  0.32
O 3.720 1.502 5.310  -0.32
H -4.600 -5.476 -1.184  0.42
H -1.949 3.483 -2.390  0.17
H 1.684 -2.858 0.978  -0.21
H 0.865 2.642 -4.701  0.47
H 0.342 0.137 -2.197  0.52
H 3.324 -4.321 3.113  0.39
N 2.808 2.820 -5.443  -0.08

Results
Orbital gap: 3.51 eV
Net charge: +3
Molecular weight: 792.1 u
ΔE to the lowest compared entry with this formula, charge and spin: 7.6366 eV

Entry 2:
This record from the OMol25 dataset describes 11 unconnected molecules or ions with the total composition C30H87N5O11 in a non-equilibrium geometry. The level of theory is wB97M-V/def2-TZVPD.

Last column: Mulliken charge in e.
Positions of all 133 atoms, in Å:
C 0.536 -1.928 3.542  -0.25
H 3.014 0.880 -3.146  0.01
C -2.897 0.199 3.427  -0.71
H -2.270 0.009 0.406  0.01
C 2.566 -2.662 2.805  1.13
H -4.923 3.442 5.472  0.35
C -2.043 -3.861 1.048  -0.68
H 1.272 5.843 2.016  0.42
C 3.792 -3.374 3.396  0.03
H -4.799 -3.428 1.675  0.27
H -1.009 0.975 -1.276  -0.49
H -2.590 3.579 4.204  0.46
C 4.400 -2.685 4.592  -1.49
H 3.108 2.157 -5.494  0.29
N 3.938 -3.839 -0.769  -0.72
C -3.498 0.929 -7.641  -0.79
C 0.811 1.987 -0.565  -0.06
H -2.084 -3.116 0.216  0.09
H 2.514 3.907 -4.305  0.28
C 3.680 2.384 -4.537  -0.51
H -4.738 4.830 4.316  0.29
H -0.569 -5.792 0.251  0.38
H 3.246 0.346 1.372  -0.41
H -3.135 2.222 5.068  0.35
H -3.806 1.499 -5.180  0.53
H 0.975 -5.376 1.150  0.22
O 1.598 -2.801 3.787  -0.49
C -2.789 1.633 -5.540  -1.25
H 4.772 1.224 -3.097  0.37
H -4.362 3.526 -1.851  0.43
H -5.053 -0.248 -1.212  0.30
H 0.138 5.886 -0.224  0.33
H -3.163 1.755 -8.315  0.29
H -3.866 -5.055 2.853  0.42
N -1.066 1.716 3.099  -0.49
H 1.174 2.371 0.359  0.06
C -5.266 1.629 -1.668  -0.45
C -2.522 1.657 3.148  1.23
O -4.878 0.272 -1.988  -0.61
H -3.485 0.057 -8.248  0.27
H 1.545 3.566 2.660  0.21
O -0.726 -4.057 1.455  -0.14
H -1.859 2.189 -3.690  0.11
O 2.938 3.279 -3.718  -0.48
H 0.096 -1.742 -0.705  -0.11
N -2.123 0.155 -3.557  -0.31
H 5.652 -2.823 -2.333  0.46
H 5.127 -2.752 1.853  0.02
H 1.424 1.155 -0.830  -0.86
C 4.701 -2.399 -2.534  -1.62
O -3.230 -0.101 0.173  -0.61
O -0.597 0.406 0.639  1.31
H -3.297 2.210 -2.010  -0.43
H 4.213 0.317 -4.439  0.39
N 4.769 -3.604 2.289  -0.45
H -0.214 1.706 -5.856  0.39
C 3.910 1.066 -3.732  -0.73
H 5.477 -0.712 0.981  0.09
O 1.666 -2.514 -1.738  -0.59
O 3.940 2.246 1.788  -0.54
C 0.397 -1.900 -1.760  -0.21
H -2.380 -0.282 2.612  -0.56
H -0.291 -2.619 -2.225  0.34
H -6.169 3.770 4.334  0.24
H 6.303 0.707 1.578  0.45
H 4.630 -1.869 -0.500  -0.52
H 4.697 -1.405 -2.981  0.08
C 2.647 -1.752 -1.038  1.95
H -3.932 -2.090 1.146  0.04
H 0.323 -0.999 -2.364  0.07
O 0.696 3.923 2.391  -0.59
H 5.542 -4.201 2.504  0.22
H 2.698 -0.727 -1.423  -0.92
H -2.274 -4.997 3.623  0.34
H 0.501 -4.452 -0.265  0.07
C -4.265 2.548 -2.324  0.05
H 4.713 -1.651 4.503  0.22
C -2.778 -3.339 2.270  1.87
N -4.064 -2.762 1.857  -0.48
H -0.621 2.668 3.018  0.21
H 0.856 2.775 -1.338  0.53
C -0.616 1.437 -0.376  0.53
H 0.831 -0.872 3.637  0.37
C -1.822 1.328 -4.379  0.80
H -0.950 5.851 1.091  0.36
H 2.882 -1.629 2.548  -0.48
C 4.116 0.937 1.137  0.79
H 5.215 -0.210 2.616  0.02
O -4.487 2.871 3.639  -0.26
H -6.251 1.987 -1.886  0.50
H -0.249 -1.970 4.321  0.33
H 1.843 4.774 0.807  0.21
C 5.335 0.175 1.610  -0.81
H -0.653 4.348 0.163  0.02
H -3.567 -3.847 4.173  0.39
H 0.109 -2.056 2.567  -0.21
C 0.052 -4.950 0.674  -0.69
H -4.537 1.192 -7.345  0.30
H 3.487 -4.350 3.725  0.35
C 4.005 -2.431 -1.188  1.09
H -2.141 -0.680 -4.116  0.26
H -2.121 -2.570 2.657  -0.88
C -5.075 3.790 4.460  -0.82
H -0.535 0.777 1.545  -0.55
H -1.429 2.187 -0.183  -0.09
H -4.333 2.580 -3.394  0.09
H -2.905 1.862 2.130  -0.32
H 3.747 -2.798 5.455  0.37
C -0.217 5.241 0.614  -0.87
H 3.024 -4.229 -1.038  0.33
C -0.359 1.169 -4.904  -1.52
H -2.353 -0.254 4.353  0.23
H -5.238 1.924 -0.655  0.20
H -2.610 2.647 -5.834  0.49
H -0.620 1.302 3.890  0.32
H 4.630 2.823 1.483  0.30
C -3.163 2.648 4.079  -0.84
H 4.627 2.834 -4.797  0.40
H -0.132 0.143 -5.096  0.37
C -3.125 -4.409 3.333  -1.73
H -3.934 -0.041 3.451  0.51
H -3.029 0.264 -3.045  0.00
H 0.346 1.515 -4.186  0.30
H 2.339 -1.720 0.042  -0.34
H 4.237 -3.058 -3.245  0.36
C 0.983 4.976 1.463  -0.30
O -2.622 0.695 -6.551  -0.34
H 4.122 1.116 0.052  0.08
H -2.497 -4.805 0.740  0.43
H 5.241 -3.277 4.962  0.41
H -3.218 0.145 -0.761  0.42
H 3.958 -3.890 0.241  0.36
H 2.298 -3.179 1.862  -0.17

Results
Orbital gap: 8.94 eV
Net charge: 0
Molecular weight: 694.0 u
ΔE to the lowest compared entry with this formula, charge and spin: 0.0000 eV
Structure (SMILES): COC[C@H](C)N.COC[C@H](C)N.COC[C@H](C)N.COC[C@H](C)N.COC[C@H](C)N.CCO.CCO.CCO.CCO.CCO.O

Question: molecular weight of number 1 (C33H87N6O14)?
Answer: 792.1 u

Question: Among the records above, which one has the highest molecular weight?
Answer: C33H87N6O14

Question: What is the orbital gap in the second record?
Answer: 8.94 eV

Question: molecular weight of number 2 (C30H87N5O11)?
Answer: 694.0 u